Entry 1:
The following is a quantum chemistry calculation of C49H54AsF3N4PSSi2Tl as an isolated structure, from the OMol25 dataset.

Geometry as XYZ:
```
116
C49H54AsF3N4PSSi2Tl, DFT wB97M-V/def2-TZVPD
Tl -0.20 0.20 0.21
C -2.63 -1.83 1.52
Si -1.20 -2.61 2.49
C -1.10 -4.46 2.01
C -1.88 -2.65 4.29
N 0.19 -1.71 2.17
C 1.41 -1.75 2.78
C 1.73 -2.68 3.79
C 2.95 -2.70 4.45
C 3.93 -1.78 4.11
C 3.67 -0.86 3.10
C 2.44 -0.80 2.40
N 2.21 0.12 1.42
Si 3.17 1.43 0.97
C 2.19 2.50 -0.26
C 3.62 2.67 2.36
C 4.82 0.96 0.09
H -3.56 -2.40 1.64
H -2.41 -1.76 0.46
H -2.82 -0.82 1.89
H -2.06 -4.98 2.12
H -0.37 -4.98 2.64
H -0.78 -4.58 0.97
H -2.86 -3.13 4.33
H -2.00 -1.63 4.66
H -1.21 -3.17 4.97
H 0.96 -3.40 4.06
H 3.13 -3.44 5.24
H 4.88 -1.77 4.63
H 4.43 -0.15 2.82
H 1.41 3.05 0.27
H 1.70 1.89 -1.02
H 2.83 3.22 -0.78
H 2.70 3.01 2.83
H 4.15 3.54 1.97
H 4.24 2.21 3.13
H 4.73 -0.02 -0.38
H 5.65 0.90 0.81
H 5.10 1.68 -0.68
S -1.46 2.77 1.50
C -2.38 3.00 0.07
C -3.56 3.79 0.10
C -4.28 4.01 -1.04
C -3.84 3.44 -2.24
C -2.69 2.68 -2.20
N -1.97 2.45 -1.10
H -3.86 4.21 1.06
H -5.19 4.61 -1.02
H -4.38 3.60 -3.17
H -2.31 2.21 -3.11
F -4.94 -4.99 -2.65
C -3.64 -5.11 -2.99
F -3.23 -6.30 -2.52
F -3.64 -5.24 -4.35
C -2.82 -3.97 -2.53
C -3.26 -2.66 -2.74
C -2.45 -1.62 -2.34
N -1.27 -1.79 -1.76
C -0.87 -3.04 -1.52
C -1.59 -4.15 -1.90
H -4.22 -2.49 -3.21
H -2.75 -0.59 -2.51
H 0.09 -3.13 -1.02
H -1.21 -5.15 -1.73
C 3.01 0.36 -3.05
C 3.66 0.09 -4.39
As 5.61 0.41 -4.41
C 5.54 2.33 -4.08
C 6.30 2.85 -3.03
C 6.26 4.21 -2.72
C 5.44 5.06 -3.46
C 4.67 4.54 -4.50
C 4.72 3.19 -4.80
C 5.74 0.46 -6.37
C 6.49 1.42 -7.04
C 6.60 1.41 -8.42
C 5.97 0.42 -9.17
C 5.24 -0.56 -8.51
C 5.14 -0.55 -7.13
P 1.14 0.10 -3.00
C 1.03 -1.46 -3.95
C 0.00 -1.74 -4.84
C -0.11 -2.99 -5.44
C 0.80 -3.99 -5.14
C 1.81 -3.74 -4.22
C 1.91 -2.50 -3.62
C 0.76 1.39 -4.27
C 0.53 2.67 -3.76
C 0.30 3.74 -4.60
C 0.28 3.55 -5.98
C 0.50 2.28 -6.50
C 0.74 1.21 -5.65
H 3.16 1.40 -2.75
H 3.44 -0.26 -2.26
H 3.22 0.73 -5.16
H 3.50 -0.94 -4.69
H 6.92 2.19 -2.45
H 6.85 4.60 -1.91
H 5.40 6.11 -3.22
H 4.03 5.20 -5.07
H 4.12 2.81 -5.61
H 6.99 2.20 -6.47
H 7.18 2.18 -8.93
H 6.06 0.41 -10.25
H 4.75 -1.34 -9.08
H 4.56 -1.32 -6.64
H -0.74 -0.98 -5.06
H -0.91 -3.18 -6.13
H 0.71 -4.97 -5.59
H 2.52 -4.52 -3.96
H 2.68 -2.32 -2.88
H 0.52 2.81 -2.68
H 0.13 4.73 -4.19
H 0.10 4.39 -6.64
H 0.49 2.13 -7.57
H 0.92 0.23 -6.08
```

Values from the calculation:
* multiplicity: 1
* charge: -2

Entry 2:
The following is a quantum chemistry calculation of a 7-piece molecular cluster, C49H54BO25P overall, from the OMol25 dataset.

Geometry as XYZ:
```
130
C49H54BO25P, DFT wB97M-V/def2-TZVPD
C 7.63 -2.78 1.54
C 6.36 -2.91 2.58
C 5.24 -4.00 2.03
C 4.75 -3.66 0.50
C 3.15 -3.88 0.21
C 2.46 -5.09 1.07
C 1.57 -4.52 2.36
C -0.06 -4.48 1.98
C -0.26 -3.17 0.97
C -1.74 -2.50 1.19
C -1.81 -0.88 0.96
P -0.99 0.18 2.32
B 0.89 0.42 2.04
O 1.72 0.73 3.24
C 1.67 0.26 0.57
C 3.30 -0.03 0.79
H 7.77 -3.86 1.06
H 7.49 -1.96 0.70
H 8.59 -2.56 2.21
H 6.79 -3.36 3.58
H 5.85 -1.89 2.86
H 4.38 -4.07 2.82
H 5.80 -5.05 1.97
H 5.33 -4.37 -0.26
H 5.05 -2.56 0.18
H 2.62 -2.84 0.30
H 3.06 -4.19 -0.94
H 3.23 -5.88 1.51
H 1.73 -5.73 0.39
H 1.97 -3.44 2.67
H 1.75 -5.26 3.27
H -0.69 -4.34 2.98
H -0.39 -5.41 1.35
H -0.22 -3.55 -0.15
H 0.64 -2.46 1.18
H -2.25 -2.75 2.22
H -2.45 -2.98 0.36
H -2.97 -0.59 0.96
H -1.44 -0.56 -0.13
H -1.12 -0.57 3.57
H 1.93 -0.19 3.62
H 1.51 1.21 -0.12
H 1.28 -0.69 -0.04
H 3.49 -1.02 1.42
H 3.78 -0.25 -0.29
H 3.83 0.89 1.30
C -4.96 -4.96 3.48
C -5.81 -5.93 3.82
C -5.88 -6.44 5.22
O -6.68 -7.32 5.50
C -4.98 -5.85 6.21
C -4.13 -4.87 5.87
C -4.08 -4.35 4.48
O -3.30 -3.44 4.20
O -3.27 -4.31 6.80
O -6.65 -6.51 2.88
H -4.90 -4.58 2.46
H -5.03 -6.23 7.22
H -2.77 -3.63 6.31
H -7.16 -7.19 3.37
C -11.31 -4.79 7.15
C -9.97 -4.70 7.13
C -9.23 -4.53 5.85
O -8.01 -4.43 5.86
C -10.01 -4.49 4.60
C -11.34 -4.58 4.62
C -12.09 -4.73 5.91
O -13.31 -4.79 5.90
O -12.08 -4.55 3.46
O -9.23 -4.76 8.29
H -11.86 -4.91 8.08
H -9.46 -4.39 3.68
H -13.02 -4.64 3.74
H -8.30 -4.67 8.01
C 1.07 4.68 -2.27
C 0.35 3.57 -2.09
C -0.17 2.78 -3.25
O -0.81 1.76 -3.05
C 0.11 3.29 -4.60
C 0.82 4.40 -4.78
C 1.37 5.17 -3.63
O 2.04 6.18 -3.83
O 1.08 4.88 -6.05
O 0.07 3.10 -0.82
H 1.46 5.25 -1.44
H -0.29 2.72 -5.43
H 1.62 5.70 -5.92
H -0.46 2.28 -0.95
C -3.79 3.65 -3.61
C -3.21 4.81 -3.94
C -3.91 5.79 -4.82
O -3.36 6.85 -5.10
C -5.23 5.43 -5.34
C -5.81 4.27 -5.01
C -5.13 3.30 -4.11
O -5.68 2.25 -3.80
O -7.05 3.93 -5.50
O -1.95 5.14 -3.48
H -3.30 2.93 -2.96
H -5.72 6.14 -6.00
H -7.25 3.04 -5.11
H -1.76 6.03 -3.85
C 6.59 2.54 2.90
C 6.87 3.82 3.17
C 7.78 4.61 2.29
O 8.00 5.79 2.55
C 8.39 3.94 1.13
C 8.11 2.66 0.87
C 7.18 1.88 1.72
O 6.93 0.71 1.44
O 8.68 2.02 -0.22
O 6.33 4.45 4.27
H 5.93 1.96 3.52
H 9.06 4.52 0.52
H 8.32 1.11 -0.20
H 6.68 5.37 4.24
C 5.60 6.85 -9.42
C 5.06 6.51 -10.59
C 3.60 6.24 -10.72
O 3.13 5.95 -11.81
C 2.77 6.35 -9.50
C 3.32 6.69 -8.33
C 4.77 6.98 -8.21
O 5.24 7.31 -7.13
O 2.55 6.78 -7.19
O 5.84 6.38 -11.73
H 6.66 7.05 -9.31
H 1.72 6.13 -9.61
H 3.17 7.04 -6.48
H 5.21 6.13 -12.44
```

Values from the calculation:
* multiplicity: 1
* SMILES: O=C1C=C(O)C(=O)C=C1O.O=C1C=C(O)C(=O)C=C1O.O=C1C=C(O)C(=O)C=C1O.O=C1C=C(O)C(=O)C=C1O.O=C1C=C(O)C(=O)C=C1O.O=C1C=C(O)C(=O)C=C1O.CCCCCCCCCCCPB(O)CC

Entry 3:
The following is a quantum chemistry calculation of C49H54NO6PTeW as an isolated structure, from the OMol25 dataset.

Geometry as XYZ:
```
113
C49H54NO6PTeW, DFT wB97M-V/def2-TZVPD
W 0.10 0.16 -0.28
O 0.40 -0.80 -1.79
C -0.20 -1.55 -2.82
C -1.68 -1.70 -2.39
C -1.73 -2.52 -1.14
C -2.33 -3.78 -1.15
C -2.30 -4.57 -0.01
C -1.67 -4.06 1.11
C -1.07 -2.80 1.07
C -0.35 -2.32 2.28
C -0.40 -0.81 2.57
O 0.26 -0.12 1.53
C 0.39 -0.63 3.86
C 1.68 -0.12 3.87
C 2.38 -0.02 5.07
C 1.80 -0.45 6.25
C 0.52 -0.99 6.24
C -0.19 -1.07 5.05
C -1.79 -0.22 2.76
C -1.85 1.08 3.25
C -3.07 1.69 3.46
C -4.25 1.04 3.13
C -4.19 -0.26 2.66
C -2.97 -0.90 2.48
N -1.09 -2.04 -0.05
C 0.48 -2.91 -2.91
C 0.62 -3.58 -4.14
C 1.18 -4.85 -4.18
C 1.62 -5.47 -3.03
C 1.52 -4.81 -1.82
C 0.96 -3.55 -1.76
C -0.03 -0.78 -4.12
C 1.01 0.15 -4.25
C 1.25 0.79 -5.45
C 0.46 0.52 -6.56
C -0.58 -0.39 -6.44
C -0.83 -1.03 -5.24
H -2.27 -2.20 -3.17
H -2.09 -0.70 -2.21
H -2.81 -4.14 -2.08
H -2.76 -5.56 0.00
H -1.63 -4.63 2.05
H 0.71 -2.63 2.19
H -0.76 -2.86 3.15
H 2.15 0.20 2.94
H 3.39 0.39 5.07
H 2.35 -0.38 7.19
H 0.06 -1.35 7.17
H -1.21 -1.48 5.05
H -0.93 1.62 3.49
H -3.10 2.70 3.88
H -5.21 1.54 3.27
H -5.12 -0.80 2.41
H -2.99 -1.93 2.14
H 0.30 -3.11 -5.07
H 1.27 -5.35 -5.16
H 2.04 -6.48 -3.08
H 1.88 -5.29 -0.90
H 0.89 -3.05 -0.80
H 1.65 0.37 -3.39
H 2.08 1.51 -5.53
H 0.65 1.02 -7.51
H -1.20 -0.63 -7.32
H -1.66 -1.75 -5.17
C -1.78 5.10 0.53
C -2.60 4.01 1.17
O -2.01 2.69 0.96
P -2.28 1.77 -0.30
O -1.83 0.37 0.13
Te -0.62 2.15 -2.01
O -3.80 1.58 -0.55
C -4.85 2.33 -1.23
C -5.92 2.72 -0.24
H -2.31 6.07 0.64
H -1.61 4.92 -0.55
H -0.80 5.22 1.02
H -3.64 3.99 0.80
H -2.64 4.11 2.27
H -5.24 1.63 -1.99
H -4.40 3.19 -1.75
H -6.16 1.88 0.45
H -6.84 2.99 -0.79
H -5.63 3.60 0.38
C 2.93 -1.77 0.57
C 3.95 -1.12 -0.36
C 3.54 -1.27 -1.83
C 4.14 0.33 0.00
C 5.44 0.78 0.25
C 5.70 2.07 0.64
C 4.64 2.93 0.86
C 3.32 2.53 0.63
C 2.23 3.53 0.91
C 1.02 2.91 1.61
C 1.93 4.29 -0.38
C 3.06 1.24 0.12
O 1.83 0.89 -0.29
H 2.92 -2.87 0.41
H 1.93 -1.39 0.38
H 3.17 -1.58 1.63
H 4.92 -1.60 -0.20
H 2.56 -0.81 -2.00
H 3.48 -2.34 -2.11
H 4.27 -0.77 -2.50
H 6.27 0.06 0.12
H 6.73 2.41 0.80
H 4.81 3.95 1.23
H 2.66 4.26 1.63
H 0.49 2.22 0.95
H 0.31 3.68 1.95
H 1.36 2.33 2.49
H 1.89 3.60 -1.26
H 2.73 5.03 -0.58
H 0.97 4.83 -0.33
```

Values from the calculation:
* multiplicity: 1
* charge: +2

Entry 4:
The following is a quantum chemistry calculation of C49H55BaN2O4P2SSi as an isolated structure, from the OMol25 dataset.

Geometry as XYZ:
```
115
C49H55BaN2O4P2SSi, DFT wB97M-V/def2-TZVPD
Ba 1.58 0.54 -0.12
C 4.42 2.61 0.36
C 4.85 2.23 -1.04
O 3.76 1.63 -1.72
C 4.14 0.98 -2.92
C 3.07 -0.01 -3.33
O 2.71 -0.89 -2.27
C 3.52 -2.02 -2.03
C 4.63 -1.74 -1.03
O 4.10 -1.00 0.06
C 5.12 -0.49 0.91
C 4.52 0.60 1.78
O 3.76 1.55 1.04
H 3.68 3.41 0.31
H 5.27 2.98 0.93
H 5.69 1.53 -1.02
H 5.19 3.13 -1.57
H 5.10 0.47 -2.77
H 4.28 1.71 -3.73
H 3.41 -0.57 -4.21
H 2.15 0.51 -3.60
H 3.96 -2.40 -2.96
H 2.85 -2.78 -1.64
H 5.44 -1.18 -1.50
H 5.05 -2.70 -0.68
H 5.95 -0.10 0.31
H 5.52 -1.28 1.56
H 5.32 1.09 2.35
H 3.81 0.17 2.49
C 1.30 2.47 3.72
Si 0.10 1.73 2.43
C -0.87 0.51 3.55
C -1.95 0.90 4.35
C -2.58 0.01 5.21
C -2.14 -1.30 5.30
C -1.07 -1.72 4.52
C -0.46 -0.83 3.64
P 0.88 -1.37 2.53
C -0.02 -2.26 1.20
C 0.76 -2.94 0.25
C 0.17 -3.69 -0.75
C -1.21 -3.77 -0.82
C -2.00 -3.09 0.10
C -1.41 -2.33 1.10
C 1.66 -2.76 3.44
C 2.69 -2.41 4.31
C 3.33 -3.37 5.08
C 2.96 -4.70 4.96
C 1.94 -5.06 4.10
C 1.29 -4.10 3.34
C -1.14 3.15 2.07
C -1.33 4.20 2.97
C -2.18 5.26 2.68
C -2.86 5.30 1.47
C -2.69 4.27 0.56
C -1.83 3.21 0.84
P -1.60 1.85 -0.36
C -3.02 0.75 0.00
C -3.64 0.75 1.24
C -4.68 -0.13 1.51
C -5.12 -1.00 0.52
C -4.51 -1.00 -0.72
C -3.45 -0.15 -0.98
C -2.10 2.64 -1.94
C -3.41 2.77 -2.39
C -3.68 3.40 -3.60
C -2.65 3.91 -4.37
C -1.33 3.80 -3.92
C -1.07 3.16 -2.72
H 0.80 2.78 4.65
H 1.84 3.33 3.32
H 2.04 1.71 4.00
H -2.29 1.93 4.31
H -3.41 0.35 5.82
H -2.62 -1.99 5.98
H -0.72 -2.75 4.60
H 1.84 -2.91 0.35
H 0.78 -4.22 -1.47
H -1.68 -4.37 -1.59
H -3.07 -3.15 0.04
H -2.03 -1.79 1.81
H 2.98 -1.36 4.41
H 4.12 -3.08 5.76
H 3.46 -5.46 5.55
H 1.64 -6.10 4.01
H 0.48 -4.39 2.68
H -0.81 4.20 3.91
H -2.31 6.06 3.40
H -3.52 6.12 1.24
H -3.22 4.30 -0.38
H -3.32 1.44 2.00
H -5.15 -0.13 2.48
H -5.95 -1.68 0.72
H -4.86 -1.68 -1.49
H -2.96 -0.17 -1.95
H -4.22 2.37 -1.80
H -4.71 3.50 -3.93
H -2.86 4.41 -5.30
H -0.52 4.20 -4.52
H -0.04 3.06 -2.38
C -1.58 -3.14 -4.85
N -1.92 -1.74 -4.95
C -3.11 -1.31 -5.68
C -3.07 0.21 -5.51
N -2.20 0.34 -4.35
C -1.47 -0.76 -4.13
S -0.23 -0.91 -3.02
H -1.32 -3.53 -5.83
H -2.42 -3.71 -4.44
H -0.72 -3.23 -4.18
H -4.00 -1.75 -5.23
H -3.05 -1.62 -6.72
H -4.05 0.64 -5.31
H -2.63 0.71 -6.38
H -1.88 1.24 -4.01
```

Values from the calculation:
* relative energy (zero: lowest compared OMol25 entry of this formula, charge and spin): 0.000 eV
* multiplicity: 1
* charge: +1

no.,E_HOMO (eV)
1,-0.125
2,-8.437
3,-13.291
4,-8.014